[1]
ORCA calculation (wB97M-V/def2-TZVPD) on the molecule C5H10O.

Results
Relative energy (zero: lowest compared OMol25 entry of this formula, charge and spin) = 2.6 kcal per mole
Structure (SMILES) = CCCC(C)=O
LUMO level = 0.996 eV
DFT total energy = -271.74852 hartree
Molar mass = 86.13 g/mol
HOMO = -9.52 eV
Gap between HOMO and LUMO = 0.386 Ha

Geometry as XYZ:
```
16
Properties=species:S:1:pos:R:3:lowdin_charge:R:1
C 0.01 -0.20 -1.19 -0.251
C -1.31 -0.26 1.86 -0.020
C 0.55 -0.77 0.14 -0.148
H 0.21 -1.81 0.27 0.114
H -1.92 -0.85 1.17 0.077
H -0.05 -1.01 -1.93 0.104
H -1.18 -0.85 2.78 0.090
H -1.02 0.15 -1.05 0.108
H -1.83 0.66 2.13 0.085
H 0.37 1.43 -2.58 0.071
C 0.06 0.07 1.30 -0.461
O 0.72 0.99 1.75 0.071
H 1.05 1.70 -0.97 0.073
H 1.84 0.57 -2.08 0.076
C 0.86 0.94 -1.74 -0.109
H 1.64 -0.76 0.13 0.120
```

***

[2]
ORCA calculation (wB97M-V/def2-TZVPD) on the molecule C5H10O at a distorted geometry.

Results
Relative energy (zero: lowest compared OMol25 entry of this formula, charge and spin) = 10.8 kcal per mole
Structure (SMILES) = CCC(=O)CC
LUMO level = 0.796 eV
DFT total energy = -271.73544 hartree
Molar mass = 86.13 g/mol
HOMO = -9.46 eV
Gap between HOMO and LUMO = 0.377 Ha

Geometry as XYZ:
```
16
Properties=species:S:1:pos:R:3:lowdin_charge:R:1
C 1.22 0.19 -0.50 -0.186
O 0.05 -1.27 0.94 0.072
H -2.32 0.80 1.34 0.080
C -2.46 0.00 0.60 -0.104
H -1.32 1.03 -0.96 0.108
H 2.63 0.93 1.06 0.075
H 1.03 1.05 -1.15 0.113
C -1.36 0.06 -0.46 -0.188
H 3.31 0.55 -0.53 0.073
H 1.28 -0.73 -1.09 0.130
H -3.45 0.11 0.15 0.072
H 2.82 -0.76 0.55 0.074
C -0.03 -0.34 0.16 -0.428
C 2.56 0.24 0.21 -0.092
H -2.40 -0.96 1.11 0.073
H -1.56 -0.69 -1.24 0.127
```

***

[3]
ORCA calculation (wB97M-V/def2-TZVPD) on a cluster of 3 separate species, C5H10O in total.

Results
Relative energy (zero: lowest compared OMol25 entry of this formula, charge and spin) = 167.4 kcal per mole
LUMO level = 0.133 eV
DFT total energy = -271.48589 hartree
Molar mass = 86.13 g/mol
HOMO = -8.69 eV
Gap between HOMO and LUMO = 0.324 Ha

Geometry as XYZ:
```
16
Properties=species:S:1:pos:R:3:lowdin_charge:R:1
H 1.16 0.73 1.63 0.131
H 0.45 1.89 -1.28 0.081
C -0.41 1.23 -1.17 -0.076
C 1.22 -0.42 -0.18 -0.334
H -0.65 0.81 -2.16 0.091
H 0.27 1.00 1.13 0.117
H -1.05 -1.73 0.55 0.081
H -1.78 -1.06 -0.92 0.088
H -1.26 1.83 -0.84 0.085
H 2.02 0.17 -0.63 0.150
C 1.35 -0.72 1.24 -0.189
C -1.32 -0.80 0.04 -0.062
H -2.08 -0.28 0.63 0.089
O 1.69 -1.71 0.34 0.020
C -0.13 0.09 -0.21 -0.366
H 0.50 -1.04 1.85 0.094
```